C18H20N3O4S as an isolated structure. Source: the OMol25 dataset; level of theory: ωB97M-V/def2-TZVPD.

Computed properties:
largest force on an atom	16.9	eV/Å
molecular weight	374.44	g mol⁻¹
gap between HOMO and LUMO	6.42	eV
energy	-1560.4629	Ha
HOMO level	-0.3966	Eh
net charge	+1

The geometry in XYZ format:
```
46
Properties=species:S:1:pos:R:3:forces:R:3
O -3.912 -2.230 0.559 2.548 2.001 -4.236
S -3.271 -1.594 -0.670 -5.234 -1.382 2.767
O -3.739 -1.756 -2.002 0.075 -1.156 -0.408
C -1.638 -1.323 -0.588 -2.074 1.507 -5.181
C -1.029 -1.796 0.472 0.440 0.398 5.648
C 0.255 -1.486 0.694 4.430 0.136 -1.162
N 1.195 -1.726 1.744 1.932 6.492 -15.462
C 2.447 -1.169 0.889 0.409 -2.028 4.716
N 2.261 -0.716 -0.295 4.158 -0.319 1.918
C 1.033 -0.899 -0.499 -9.865 0.714 -0.982
C 0.248 -0.343 -1.642 -0.867 -3.068 1.183
C -1.157 -0.677 -1.789 5.491 -0.423 4.983
H -1.612 -0.775 -2.689 -1.619 0.467 -2.444
H 0.858 -0.063 -2.475 0.041 0.590 -0.414
C 3.758 -1.299 1.617 -7.289 1.907 9.835
O 4.796 -1.466 1.027 8.950 -2.779 -6.109
C 5.390 -0.509 0.261 -4.792 6.696 2.375
C 6.435 -0.660 -0.499 5.614 -1.363 -4.340
C 7.168 0.518 -1.365 -5.301 -2.030 5.137
C 6.519 1.744 -1.128 8.507 0.173 -8.708
C 5.391 1.946 -0.555 -8.531 1.420 9.027
C 4.715 1.032 0.419 11.141 -4.624 -8.710
H 3.953 1.279 0.908 -6.139 1.854 3.890
H 4.964 2.999 -0.241 1.055 -1.708 -1.705
H 7.009 2.663 -2.049 -1.594 -2.505 3.393
H 8.014 0.223 -1.918 0.733 0.217 -0.583
H 6.871 -1.797 -0.608 -1.044 3.056 0.280
H 3.917 -0.241 2.370 -1.135 -2.438 -1.538
H 3.680 -2.214 2.489 -0.265 2.442 -2.326
H 1.201 -2.045 2.563 -0.125 -3.375 8.288
H -1.596 -1.930 1.397 -0.312 -0.966 -0.526
N -4.156 0.182 -0.548 3.369 -3.036 6.494
H -3.757 0.828 -1.173 -0.083 0.897 -1.488
C -3.748 0.652 0.848 2.501 8.084 -6.555
H -2.677 0.852 0.898 0.176 -0.231 -0.409
H -3.982 0.268 1.680 -2.669 -4.509 5.418
C -4.426 2.124 0.917 -0.931 -3.112 9.489
O -5.842 1.966 1.281 0.316 -0.106 -7.560
C -6.258 1.493 -0.220 -3.677 -5.184 8.451
H -7.441 1.476 -0.101 2.594 -0.624 -0.630
C -5.512 0.009 -0.347 -5.968 3.976 -3.246
H -5.999 -0.227 -1.252 -0.168 -0.867 -1.694
H -5.998 -0.677 0.285 0.953 -0.885 1.756
H -6.024 2.017 -1.009 1.782 3.742 -3.595
H -4.347 2.563 2.015 2.099 -0.737 -1.939
H -3.954 2.786 0.330 0.367 2.688 -3.099
```
Forces are in eV/Å.

C18H20N4O4 in the gas phase. Source: the OMol25 dataset; level of theory: ωB97M-V/def2-TZVPD.

Computed properties:
largest force on an atom	1.2	eV/Å
molecular weight	356.38	g mol⁻¹
gap between HOMO and LUMO	8.25	eV
energy	-1217.8718	Ha
HOMO level	-0.2854	Eh
net charge	0
SMILES	CCNC(=O)COc1ccc(/C=N/NC(=O)c2cccnc2)cc1OC

The geometry in XYZ format:
```
46
Properties=species:S:1:pos:R:3:forces:R:3
C -3.582 2.575 5.496 0.261 0.096 -0.032
C -2.096 2.907 5.412 -0.181 0.120 -0.031
N -1.293 1.714 5.250 -0.161 -0.008 0.346
C -0.570 1.465 4.135 0.192 -0.384 0.198
O -0.499 2.220 3.196 0.112 0.139 -0.259
C 0.170 0.117 4.195 -0.027 0.064 -0.133
O 0.886 -0.160 3.025 0.015 0.085 -0.106
C 0.208 -0.329 1.859 -0.051 -0.134 -0.241
C -1.169 -0.421 1.733 0.354 0.023 0.323
C -1.756 -0.622 0.495 0.135 -0.081 -0.526
C -0.969 -0.736 -0.644 0.233 0.157 0.883
C -1.563 -0.957 -1.941 -0.368 -0.165 -0.874
N -0.823 -1.066 -2.972 0.252 0.266 0.729
N -1.351 -1.297 -4.181 -1.158 -0.155 -0.182
C -0.590 -1.376 -5.313 -0.008 -0.029 -0.005
O -1.113 -1.510 -6.401 0.045 0.073 -0.028
C 0.879 -1.260 -5.113 0.484 0.044 -0.197
C 1.624 -0.512 -6.020 -0.168 -0.165 0.172
C 2.988 -0.386 -5.826 -0.020 -0.020 0.085
C 3.554 -1.013 -4.726 0.106 0.221 -0.298
N 2.862 -1.761 -3.882 0.265 -0.319 0.393
C 1.564 -1.893 -4.075 -0.264 0.001 -0.157
C 0.425 -0.645 -0.524 -0.037 0.020 0.112
C 1.020 -0.452 0.704 0.026 0.003 0.172
O 2.358 -0.371 0.914 -0.376 0.045 0.271
C 3.209 -0.431 -0.207 0.149 -0.049 -0.212
H -4.159 3.489 5.605 -0.127 0.080 0.044
H -3.905 2.066 4.591 -0.051 -0.055 -0.074
H -3.785 1.934 6.351 -0.082 -0.059 0.075
H -1.893 3.533 4.541 0.020 -0.015 0.175
H -1.776 3.438 6.315 -0.005 0.030 -0.134
H -1.322 1.033 5.993 0.085 -0.053 -0.119
H -0.539 -0.689 4.436 0.078 0.101 -0.006
H 0.927 0.167 4.984 -0.164 -0.026 -0.049
H -1.805 -0.321 2.598 -0.023 0.025 0.103
H -2.831 -0.688 0.420 -0.119 -0.007 -0.021
H -2.655 -1.037 -1.995 0.046 -0.015 -0.056
H -2.367 -1.359 -4.303 0.381 0.002 -0.047
H 1.124 -0.037 -6.852 -0.041 0.016 -0.067
H 3.596 0.191 -6.506 0.060 0.051 -0.033
H 4.611 -0.925 -4.511 0.094 0.064 -0.072
H 1.050 -2.537 -3.376 -0.073 0.006 -0.015
H 1.008 -0.732 -1.424 0.184 0.000 -0.051
H 4.219 -0.335 0.189 -0.050 -0.009 -0.072
H 3.116 -1.382 -0.740 -0.009 0.043 0.004
H 3.013 0.390 -0.904 -0.014 -0.027 0.012
```
Forces are in eV/Å.

C18H20N7O2PPd as an isolated structure. Source: the OMol25 dataset; level of theory: ωB97M-V/def2-TZVPD.

Computed properties:
largest force on an atom	0.4	eV/Å
expectation value of S²	2.008
molecular weight	503.80	g mol⁻¹
gap between HOMO and LUMO (spin up / spin down)	7.89 / 6.77	eV
energy	-1700.3024	Ha
HOMO level (spin up / spin down)	-0.5137 / -0.5445	Eh
2S+1	3
net charge	+2

The geometry in XYZ format:
```
49
Properties=species:S:1:pos:R:3:forces:R:3
Pd 1.310 0.157 0.682 0.024 0.182 0.038
N 1.024 -0.903 3.236 -0.025 0.003 0.022
N 1.974 -1.933 3.323 0.010 -0.024 -0.026
C 2.811 -2.185 2.298 -0.138 0.077 -0.007
N 3.770 -3.078 2.444 0.001 -0.010 0.021
N 2.552 -1.473 1.191 0.239 -0.216 -0.161
N 3.409 -1.457 0.120 -0.111 0.069 0.071
O 4.328 -2.214 -0.015 0.045 -0.039 -0.044
O 3.093 -0.562 -0.680 0.105 -0.082 -0.004
H 1.166 -0.251 4.001 0.005 -0.008 -0.011
H 0.088 -1.292 3.303 0.015 0.004 0.017
H 2.048 -2.474 4.172 -0.025 0.016 -0.007
H 3.929 -3.529 3.331 0.023 -0.004 -0.006
H 4.379 -3.288 1.666 -0.022 0.009 0.010
N -0.500 1.941 -1.122 -0.046 -0.036 -0.164
P -0.469 0.278 -0.890 -0.005 -0.014 0.232
C -1.878 -0.211 0.111 -0.079 -0.041 -0.072
C -1.753 -1.314 0.956 -0.018 -0.118 0.018
C -2.837 -1.735 1.713 0.001 0.012 -0.016
C -4.041 -1.047 1.635 0.014 0.005 -0.010
C -4.168 0.050 0.791 -0.025 -0.043 0.042
C -3.093 0.466 0.025 0.029 0.062 0.015
C -0.609 -0.429 -2.514 0.050 -0.018 -0.015
C -1.068 -1.745 -2.623 -0.104 -0.006 0.004
C -1.176 -2.332 -3.870 0.011 0.004 -0.027
C -0.829 -1.615 -5.008 0.008 0.021 -0.004
C -0.360 -0.312 -4.902 -0.007 -0.035 0.017
C -0.235 0.281 -3.657 0.136 -0.008 -0.032
C 0.132 2.813 -0.251 -0.043 0.035 -0.037
C -0.053 4.193 -0.336 0.036 -0.069 0.034
C 0.617 4.999 0.555 -0.001 -0.008 0.005
C 1.448 4.427 1.519 0.004 -0.020 -0.009
C 1.574 3.063 1.539 0.018 0.012 0.021
N 0.930 2.261 0.667 -0.036 0.153 0.000
H -0.979 2.343 -1.916 -0.053 0.009 0.067
H -0.823 -1.876 0.992 0.001 0.045 -0.013
H -2.751 -2.605 2.350 -0.005 -0.005 0.004
H -4.887 -1.372 2.224 -0.005 -0.006 0.008
H -5.112 0.573 0.727 0.000 0.017 -0.012
H -3.205 1.317 -0.635 0.010 0.007 -0.005
H -1.366 -2.302 -1.743 -0.005 0.018 0.015
H -1.540 -3.347 -3.958 -0.006 -0.008 0.006
H -0.923 -2.074 -5.982 -0.001 -0.004 -0.005
H -0.083 0.240 -5.789 0.003 0.003 -0.010
H 0.175 1.281 -3.591 -0.020 0.015 0.037
H -0.712 4.606 -1.086 -0.010 0.006 -0.014
H 0.492 6.072 0.508 0.005 0.012 0.003
H 1.988 5.032 2.231 0.005 0.009 0.010
H 2.215 2.566 2.257 -0.009 0.022 -0.008
```
Forces are in eV/Å.